# 1
118
Properties=species:S:1:pos:R:3:forces:R:3 method="wB97M-V/def2-TZVPD" relative_energy_kj_mol=3.2 charge=-1 total_energy_ha=-4145.4379
Pb 0.417 -0.325 -0.517 -0.1 -0.4 0.5
C 3.323 0.619 4.529 0.0 0.0 -0.1
C 2.067 0.273 3.803 -0.1 0.1 0.0
C 0.961 -0.365 4.311 -0.1 -0.2 0.0
C 0.078 -0.496 3.226 0.0 0.1 0.2
N 0.606 0.058 2.143 0.1 0.1 -0.1
N 1.826 0.525 2.495 0.2 0.0 0.0
B 2.802 1.207 1.504 -0.1 -0.1 -0.2
N 2.110 2.364 0.717 0.1 0.0 0.0
N 1.215 2.213 -0.296 0.2 0.2 0.0
C 0.939 3.439 -0.750 0.1 0.2 0.1
C 1.669 4.391 -0.015 -0.1 0.1 -0.1
C 2.401 3.669 0.899 -0.1 0.0 0.0
C 3.346 4.200 1.930 0.0 -0.1 0.0
C -0.020 3.751 -1.828 0.0 -0.1 -0.1
C -0.554 5.037 -1.937 0.2 0.1 -0.3
C -1.471 5.342 -2.932 0.2 -0.1 -0.2
C -1.873 4.367 -3.838 0.1 0.1 0.0
C -1.333 3.091 -3.750 0.0 0.0 0.0
C -0.412 2.793 -2.757 0.1 0.0 0.0
N 3.545 0.261 0.516 0.0 0.1 0.2
N 3.008 -0.321 -0.592 0.2 0.1 0.0
C 4.001 -0.978 -1.196 0.1 0.1 0.0
C 5.194 -0.799 -0.479 0.0 -0.2 0.0
C 4.862 -0.030 0.606 0.0 0.1 -0.1
C 5.779 0.421 1.694 -0.1 0.0 0.0
C 3.902 -1.769 -2.439 -0.1 0.0 0.0
C 5.039 -1.936 -3.235 0.0 0.1 -0.1
C 4.993 -2.696 -4.393 0.0 0.0 0.0
C 3.804 -3.295 -4.793 0.0 0.0 0.1
C 2.668 -3.130 -4.015 0.0 0.0 0.0
C 2.726 -2.387 -2.845 0.0 0.0 0.1
C -1.277 -1.073 3.287 0.0 0.0 -0.1
C -1.555 -2.077 4.213 0.0 0.0 0.0
C -2.845 -2.563 4.363 -0.1 0.0 0.0
C -3.879 -2.049 3.588 0.1 0.0 0.1
C -3.601 -1.072 2.642 0.0 0.0 0.1
C -2.310 -0.593 2.481 0.1 0.0 0.0
H 3.185 0.413 5.588 0.0 0.0 0.0
H 4.149 0.006 4.168 0.0 0.0 0.0
H 3.594 1.669 4.406 0.0 0.0 0.0
H 0.813 -0.709 5.322 0.0 0.0 0.0
H 3.639 1.721 2.177 0.0 -0.1 0.0
H 1.690 5.462 -0.147 0.0 -0.1 0.0
H 3.312 5.288 1.911 0.0 0.0 0.0
H 3.080 3.859 2.932 0.0 0.0 0.0
H 4.372 3.882 1.735 0.0 0.0 0.0
H -0.263 5.808 -1.233 0.1 0.0 -0.2
H -1.873 6.347 -3.005 0.0 0.0 0.0
H -2.594 4.607 -4.612 0.0 0.0 0.0
H -1.609 2.323 -4.465 0.0 0.0 0.0
H 0.027 1.808 -2.714 0.0 -0.1 -0.1
H 6.157 -1.241 -0.678 -0.1 0.0 0.0
H 6.792 0.100 1.456 0.0 0.0 0.0
H 5.775 1.506 1.808 0.0 0.0 0.0
H 5.496 -0.024 2.648 0.0 0.0 0.0
H 5.964 -1.444 -2.963 0.0 0.0 0.0
H 5.888 -2.813 -4.994 0.0 0.0 0.0
H 3.764 -3.880 -5.704 0.0 0.0 0.0
H 1.726 -3.568 -4.323 0.0 0.0 0.0
H 1.842 -2.278 -2.242 0.0 0.0 0.0
H -0.748 -2.497 4.802 0.0 0.0 0.0
H -3.047 -3.347 5.083 0.0 0.0 0.0
H -4.890 -2.418 3.713 0.0 0.0 0.0
H -4.404 -0.680 2.026 0.0 0.0 0.0
H -2.093 0.154 1.724 -0.1 0.0 0.0
C -1.017 2.876 1.629 -0.1 -0.1 0.1
N -1.879 3.332 0.573 -0.1 0.0 0.1
C -2.241 4.723 0.496 -0.1 -0.1 0.2
C -3.356 4.731 -0.544 -0.1 -0.1 0.1
N -3.324 3.393 -1.121 0.0 -0.1 0.2
C -4.544 2.975 -1.783 0.1 0.0 0.0
C -2.477 2.546 -0.383 0.0 0.1 -0.3
N -2.182 1.306 -0.539 -0.1 -0.1 0.2
C -2.755 0.445 -1.570 0.1 0.0 0.2
C -3.201 -0.911 -1.018 0.1 0.0 -0.1
N -2.117 -1.874 -0.907 0.0 0.1 0.1
C -2.402 -3.121 -0.821 -0.1 0.0 -0.1
N -3.658 -3.734 -0.680 -0.1 0.0 -0.1
C -4.681 -3.244 0.227 0.0 0.0 0.0
C -3.480 -5.180 -0.580 0.0 0.0 0.0
C -2.081 -5.412 -1.126 0.0 0.1 0.0
N -1.467 -4.118 -0.950 0.2 -0.1 0.1
C -0.170 -3.910 -1.546 -0.2 0.0 -0.1
H -1.565 2.745 2.570 0.0 0.0 0.0
H -0.218 3.606 1.788 0.0 -0.1 0.0
H -0.568 1.929 1.358 0.0 0.0 0.1
H -1.386 5.333 0.183 -0.2 -0.1 0.3
H -2.576 5.089 1.472 -0.1 0.0 0.0
H -3.178 5.475 -1.322 -0.1 0.0 0.1
H -4.331 4.937 -0.090 0.0 -0.1 0.1
H -5.154 3.864 -1.944 0.0 0.0 0.0
H -5.129 2.272 -1.182 0.0 0.0 0.0
H -4.352 2.540 -2.762 0.0 0.0 -0.1
H -2.014 0.268 -2.353 0.0 0.0 0.0
H -3.624 0.867 -2.055 -0.1 0.1 -0.1
H -3.961 -1.296 -1.713 0.0 0.0 0.1
H -3.685 -0.721 -0.054 0.0 0.0 0.0
H -4.359 -3.296 1.273 0.0 0.0 -0.1
H -5.561 -3.877 0.106 0.0 0.0 0.0
H -4.974 -2.225 0.003 0.0 0.0 0.0
H -4.250 -5.698 -1.154 0.0 0.0 0.0
H -3.551 -5.505 0.465 0.0 0.0 0.0
H -2.098 -5.700 -2.185 0.0 0.0 0.0
H -1.531 -6.172 -0.569 0.0 -0.1 0.0
H 0.467 -4.757 -1.296 0.0 0.0 0.0
H 0.298 -3.039 -1.114 0.0 0.1 0.1
H -0.238 -3.804 -2.637 0.0 0.0 0.0
S -0.558 -0.851 -5.628 -0.1 -0.1 -0.3
C -0.083 -0.616 -4.097 0.1 0.1 0.6
N 0.233 -0.440 -2.980 0.1 0.0 -0.6
Cl 0.112 -4.747 2.014 0.0 0.0 0.0
C 1.750 -4.220 2.477 0.0 0.3 -0.1
Cl 1.895 -4.180 4.255 0.0 0.0 0.0
C 2.196 -2.853 1.798 0.0 -0.1 0.2
O 3.184 -2.335 2.326 -0.3 0.0 -0.3
O 1.522 -2.541 0.791 0.0 0.1 0.0
H 2.427 -4.995 2.143 0.1 -0.1 0.0

# 2
18
Properties=species:S:1:pos:R:3:forces:R:3 method="wB97M-V/def2-TZVPD" relative_energy_kj_mol=300.5 total_energy_ha=-397.4535
C 1.587 1.309 1.694 -4.4 -1.5 2.0
N 1.415 0.702 0.402 5.3 -0.9 -1.7
C 0.297 0.339 -0.247 -5.3 0.7 3.2
N -0.013 0.891 -1.540 1.1 -2.8 2.1
N -0.608 -0.251 0.524 -0.3 0.9 0.5
H 1.701 0.541 2.645 -0.4 2.1 -2.4
H 0.609 1.939 1.738 1.2 -1.4 0.9
H 2.261 2.102 1.722 2.0 0.7 -0.3
H 2.326 0.375 -0.020 -1.5 0.8 0.4
H -0.799 0.192 -1.670 1.3 1.1 -1.7
H 0.931 0.697 -1.957 -1.7 0.3 -1.1
H -1.678 -0.142 0.647 2.5 -0.1 -1.8
H -2.729 -1.972 -3.687 0.0 0.0 0.0
H -3.523 -0.883 -4.461 2.3 -0.7 0.5
O -2.579 -1.184 -4.223 -2.3 0.7 -0.5
H -0.266 -1.349 2.262 0.0 0.6 -0.9
H 1.011 -1.562 3.101 -0.7 -0.1 -0.2
O 0.057 -1.744 3.071 0.7 -0.4 1.0

# 3
15
Properties=species:S:1:pos:R:3:forces:R:3 method="wB97M-V/def2-TZVPD" relative_energy_kj_mol=85.3 charge=-1 total_energy_ha=-627.4080 smiles=NCNCC[S-]
C -0.556 -0.007 -0.346 -1.1 -1.2 0.5
C 0.164 1.267 0.073 0.3 -0.3 -0.7
S -0.793 2.188 1.316 0.4 -0.2 0.1
N 0.073 -0.893 -1.337 -0.1 1.1 -0.7
C 0.565 -2.205 -1.119 0.8 -0.8 0.9
N 1.253 -2.467 0.194 -0.7 0.1 -1.1
H -1.576 0.234 -0.654 0.0 0.3 -0.4
H -0.799 -0.605 0.547 0.5 0.1 0.1
H 1.200 0.951 0.289 -0.1 0.2 0.7
H 0.294 1.904 -0.810 -0.2 0.0 -0.2
H 0.621 -0.373 -1.992 0.3 0.2 -0.1
H -0.213 -2.971 -1.259 0.0 0.1 0.4
H 1.334 -2.439 -1.857 -0.2 0.2 -0.3
H 2.066 -1.851 0.196 -0.3 0.0 0.3
H 0.583 -2.117 0.868 0.4 0.1 0.5

# 4
27
Properties=species:S:1:pos:R:3:forces:R:3 method="wB97M-V/def2-TZVPD" relative_energy_kj_mol=228.1 charge=+1 total_energy_ha=-3367.8785
Sn -0.058 -1.793 -1.617 -0.6 2.3 3.1
O -3.476 -1.824 0.714 0.5 -0.3 -0.6
C -2.340 -1.929 0.325 -0.9 0.7 1.9
O -1.983 -2.296 -0.876 0.8 -0.8 -2.5
C -1.192 -1.596 1.240 0.0 -0.1 0.0
C -1.219 -1.312 2.596 0.1 -0.1 -0.2
C 0.005 -1.090 3.220 -0.1 0.0 0.1
C 1.199 -1.167 2.507 0.3 -0.1 -0.2
C 1.131 -1.456 1.158 -0.2 0.2 0.4
N -0.052 -1.634 0.586 0.6 0.0 -0.4
C 2.265 -1.616 0.192 0.0 -0.2 0.0
O 3.404 -1.352 0.412 -0.3 -0.2 0.1
O 1.856 -2.108 -1.009 -0.1 -0.8 -0.8
H -2.161 -1.286 3.122 0.0 0.0 0.0
H 0.027 -0.870 4.279 0.0 0.0 0.0
H 2.168 -1.025 2.966 0.0 0.0 0.1
Cl -2.723 0.546 -1.855 -0.5 -0.6 0.0
C -1.177 1.227 -1.746 -0.7 2.2 -0.1
C -0.034 0.453 -1.767 0.6 0.5 -0.8
C 1.175 1.152 -1.906 0.0 1.8 0.1
Cl 2.615 0.353 -2.203 0.9 -0.4 -0.5
C 1.254 2.612 -1.838 -0.5 -2.6 0.1
Cl 2.751 3.364 -1.915 0.7 0.3 -0.1
C 0.097 3.359 -1.716 -0.5 -0.4 0.1
Cl 0.152 5.055 -1.636 0.0 0.0 0.0
C -1.131 2.686 -1.682 0.9 -2.4 0.0
Cl -2.551 3.547 -1.552 -1.0 0.5 0.1

# 5
12
Properties=species:S:1:pos:R:3:forces:R:3 method="wB97M-V/def2-TZVPD" relative_energy_kj_mol=232.7 total_energy_ha=-368.5099 smiles="C=C=CF.C=C=O"
C 1.253 -1.704 -0.558 -0.2 -0.2 -0.1
C 1.762 -0.554 -0.253 0.2 0.1 0.1
C -2.002 1.158 -0.053 1.1 0.8 -0.8
C -2.904 0.491 0.581 -0.8 -0.7 0.7
C 2.279 0.593 0.055 0.1 0.4 0.1
O -1.186 1.760 -0.621 -0.2 -0.2 0.2
F 3.495 0.701 0.646 -0.1 -0.1 0.0
H 1.424 -2.161 -1.518 0.1 -0.1 -0.2
H -2.635 -0.094 1.438 0.2 -0.1 0.2
H 0.622 -2.243 0.131 -0.1 -0.1 0.2
H -3.931 0.497 0.275 -0.2 0.1 -0.2
H 1.824 1.556 -0.123 -0.1 0.0 0.0

| no. | HOMO level (eV) |
| --- | --- |
| 1 | -5.356 |
| 2 | -9.084 |
| 3 | -2.427 |
| 4 | -12.243 |
| 5 | -9.539 |